Entry 1:
Below is a molecular structure, C48H58BrFN9O5STi, with properties calculated with ωB97M-V/def2-TZVPD.

```
124
C48H58BrFN9O5STi ωB97M-V/def2-TZVPD
Ti -0.411 -1.188 -0.413
C -2.269 3.782 6.382
C -1.486 3.039 5.331
C -2.098 2.092 4.522
C -1.378 1.394 3.559
C -0.023 1.630 3.411
C 0.606 2.570 4.218
C -0.123 3.275 5.161
S 0.977 0.766 2.193
O 1.324 1.754 1.199
O 2.074 0.234 2.979
N 0.057 -0.366 1.591
C -0.205 -1.432 2.565
C -1.452 -2.183 2.132
O -2.147 -2.795 2.934
O -1.690 -2.112 0.860
H -3.335 3.786 6.149
H -1.936 4.818 6.466
H -2.148 3.318 7.363
H -3.159 1.899 4.636
H -1.865 0.680 2.909
H 1.669 2.739 4.101
H 0.372 4.014 5.781
H -0.357 -1.067 3.583
H 0.625 -2.149 2.612
C 6.068 1.553 -2.198
C 4.750 2.322 -2.282
C 4.584 2.843 -3.716
C 4.819 3.509 -1.310
C 3.549 1.460 -1.914
C 2.252 2.023 -1.959
C 1.180 1.272 -1.559
N 1.281 -0.002 -1.154
C 2.516 -0.575 -1.110
C 3.662 0.161 -1.494
C 2.543 -1.918 -0.642
C 3.682 -2.760 -0.674
C 3.630 -4.050 -0.225
C 2.374 -4.515 0.276
C 1.297 -3.676 0.259
N 1.335 -2.408 -0.194
C 4.820 -4.998 -0.252
C 5.094 -5.510 1.169
C 4.495 -6.189 -1.166
C 6.090 -4.324 -0.770
H 6.893 2.212 -2.477
H 6.076 0.697 -2.876
H 6.255 1.193 -1.185
H 5.446 3.454 -3.998
H 3.687 3.454 -3.818
H 4.505 2.012 -4.420
H 5.672 4.148 -1.555
H 4.928 3.156 -0.284
H 3.914 4.114 -1.357
H 2.091 3.049 -2.261
H 0.180 1.688 -1.542
H 4.631 -0.309 -1.417
H 4.603 -2.358 -1.072
H 2.253 -5.517 0.661
H 0.328 -4.014 0.611
H 4.239 -6.052 1.572
H 5.311 -4.678 1.841
H 5.952 -6.188 1.167
H 3.589 -6.702 -0.841
H 5.317 -6.910 -1.160
H 4.339 -5.852 -2.193
H 6.371 -3.473 -0.146
H 5.967 -3.973 -1.797
H 6.915 -5.039 -0.758
C -0.262 4.496 0.402
N -1.571 4.458 1.028
C -2.234 5.712 1.300
C -3.270 5.500 2.386
C -4.256 4.444 1.927
N -3.573 3.285 1.397
C -4.374 2.093 1.234
C -2.278 3.284 0.921
O -1.770 2.278 0.452
H -0.329 4.715 -0.671
H 0.236 3.538 0.538
H 0.330 5.276 0.884
H -2.706 6.127 0.396
H -1.478 6.429 1.626
H -3.796 6.429 2.613
H -2.760 5.158 3.289
H -4.936 4.864 1.171
H -4.880 4.119 2.766
H -5.190 2.258 0.520
H -4.815 1.798 2.191
H -3.745 1.286 0.872
F -3.206 1.775 -5.372
C -2.632 1.117 -4.321
C -1.566 0.278 -4.557
C -0.997 -0.381 -3.470
C -1.448 -0.230 -2.153
C -2.533 0.640 -1.990
C -3.131 1.316 -3.052
H -1.192 0.152 -5.566
H -0.144 -1.025 -3.677
H -2.922 0.822 -0.997
H -3.961 1.998 -2.902
Br -8.968 -1.465 1.329
C -7.164 -1.351 0.743
C -6.147 -1.835 1.541
C -4.845 -1.728 1.065
N -4.542 -1.172 -0.107
C -5.542 -0.721 -0.858
C -6.878 -0.786 -0.486
H -6.347 -2.286 2.503
H -4.015 -2.112 1.648
H -5.259 -0.273 -1.806
H -7.659 -0.406 -1.130
N 0.389 -5.302 -4.203
C -0.522 -4.628 -3.411
C -0.106 -3.594 -2.562
N -0.967 -2.967 -1.782
C -2.247 -3.360 -1.810
C -2.633 -4.387 -2.642
N -1.785 -5.026 -3.452
H 1.220 -4.794 -4.455
H -0.032 -5.816 -4.960
H 0.932 -3.286 -2.517
H -2.934 -2.825 -1.168
H -3.666 -4.713 -2.670
```

Summary:
HOMO energy (spin up / spin down)   -0.094 / -0.209 Eh
Molecular weight   1019.89 Da
Electronic energy   -6654.6645 Ha
2S+1   3
Charge   -1
LUMO energy (spin up / spin down)   2.164 / 2.164 eV

Entry 2:
Below is a molecular structure, C41H51N4O2P2Re, with properties calculated with ωB97M-V/def2-TZVPD.

```
101
C41H51N4O2P2Re ωB97M-V/def2-TZVPD
Re 0.024 0.365 -0.595
O 1.937 1.490 -0.773
C 2.887 0.932 -1.442
C 4.233 1.094 -1.375
C 5.104 0.146 -2.026
C 4.732 -0.964 -2.701
C 3.298 -1.261 -2.907
C 2.344 -0.196 -2.326
C 1.274 0.326 -3.217
N 0.170 0.571 -2.636
N -0.861 1.200 -3.312
C -1.637 1.764 -2.422
O -1.399 1.716 -1.137
C -2.846 2.491 -2.865
C -3.224 2.483 -4.206
C -4.373 3.146 -4.602
C -5.145 3.823 -3.667
C -4.767 3.837 -2.332
C -3.619 3.171 -1.929
H 4.650 1.890 -0.773
H 6.169 0.335 -1.936
H 5.468 -1.599 -3.176
H 3.030 -1.608 -3.903
H 1.458 0.585 -4.256
H -2.610 1.960 -4.927
H -4.666 3.140 -5.644
H -6.043 4.342 -3.980
H -5.364 4.370 -1.603
H -3.311 3.177 -0.892
C 0.503 0.377 4.635
C -0.274 0.065 3.349
C -0.290 -1.459 3.233
P 0.379 0.854 1.787
C 0.120 2.681 2.003
C 0.805 3.485 0.896
C 0.330 3.372 3.351
C 2.122 0.325 1.880
C 3.084 0.849 2.737
C 4.392 0.374 2.758
C 5.420 0.978 3.673
C 4.725 -0.670 1.901
C 3.789 -1.204 1.031
C 2.496 -0.709 1.029
N 1.494 -1.210 0.035
C 0.854 -2.520 0.362
C 1.602 -3.502 0.982
C 1.012 -4.707 1.349
C -0.328 -4.955 1.094
C -0.982 -6.248 1.489
C -1.058 -3.958 0.446
C -0.504 -2.739 0.074
P -1.479 -1.431 -0.763
C -1.854 -2.131 -2.446
C -0.573 -2.362 -3.270
C -2.690 -3.414 -2.517
C -3.161 -1.074 -0.032
C -3.087 -0.461 1.363
C -4.293 -2.107 -0.050
H -0.083 0.019 5.484
H 0.729 1.421 4.804
H 1.445 -0.176 4.639
H -1.299 0.443 3.421
H 0.692 -1.830 2.942
H -1.018 -1.840 2.525
H -0.505 -1.893 4.212
H -0.960 2.701 1.797
H 1.892 3.442 0.985
H 0.494 4.527 0.985
H 0.541 3.143 -0.103
H 1.354 3.281 3.718
H -0.352 3.019 4.119
H 0.134 4.437 3.217
H 2.815 1.659 3.405
H 5.001 1.801 4.250
H 6.269 1.361 3.105
H 5.804 0.233 4.372
H 5.738 -1.056 1.891
H 4.101 -1.977 0.340
H 2.637 -3.328 1.241
H 1.611 -5.454 1.854
H -0.319 -6.855 2.103
H -1.249 -6.831 0.605
H -1.899 -6.068 2.052
H -2.106 -4.139 0.240
H -2.416 -1.313 -2.910
H 0.331 -2.221 -2.692
H -0.528 -1.692 -4.129
H -0.550 -3.387 -3.642
H -2.159 -4.250 -2.055
H -2.826 -3.671 -3.569
H -3.674 -3.343 -2.075
H -3.437 -0.260 -0.716
H -2.922 -1.230 2.117
H -4.045 0.010 1.591
H -2.308 0.288 1.438
H -3.987 -3.090 0.308
H -4.747 -2.220 -1.030
H -5.082 -1.759 0.619
N 2.669 -2.198 -1.859
C 1.995 -1.234 -1.283
H 2.956 -3.083 -1.455
```

Summary:
HOMO energy (spin up / spin down)   -0.355 / -0.350 Eh
Molecular weight   880.04 Da
Electronic energy   -2723.1771 Ha
2S+1   2
Charge   +1
LUMO energy (spin up / spin down)   -2.878 / -2.966 eV

Entry 3:
Below is 3 unconnected molecules or ions with the total composition C37H73BN3O8S, with properties calculated with ωB97M-V/def2-TZVPD.

```
123
C37H73BN3O8S ωB97M-V/def2-TZVPD
C 0.786 1.943 0.782
C 2.312 1.750 0.215
C 2.544 2.250 -1.329
C 1.349 1.841 -2.375
C 0.798 3.227 -3.066
C -0.868 3.352 -2.989
C -1.372 4.597 -3.962
C -2.933 5.074 -3.631
C -3.037 6.150 -2.392
C -3.821 5.533 -1.049
C -5.187 6.354 -0.663
C -6.284 5.443 0.210
C -6.986 4.425 -0.866
C -7.753 3.135 -0.208
C -9.040 3.860 0.564
C -10.408 2.997 0.145
O -10.788 1.876 0.766
O -8.220 2.316 -1.377
B -7.151 1.314 -1.555
C -7.314 0.170 -2.761
C -6.423 0.399 -4.143
C -6.666 -0.864 -5.214
C -7.694 -2.023 -4.713
N -8.504 -2.151 -3.468
C -8.334 -1.061 -2.465
O -6.990 0.770 -0.193
C -6.901 2.013 0.643
S -7.708 1.369 2.250
C -5.277 2.166 0.807
C -4.739 2.248 2.355
C -3.083 2.459 2.245
O -5.233 3.399 3.127
H 0.174 2.692 0.113
H 0.231 0.898 0.694
H 0.776 2.225 1.920
H 3.027 2.401 0.904
H 2.692 0.620 0.267
H 3.543 1.720 -1.706
H 2.788 3.400 -1.288
H 1.855 1.199 -3.239
H 0.502 1.169 -1.917
H 1.197 4.217 -2.536
H 1.141 3.339 -4.203
H -1.224 3.590 -1.895
H -1.268 2.304 -3.348
H -0.604 5.501 -3.854
H -1.255 4.233 -5.090
H -3.644 4.141 -3.523
H -3.291 5.637 -4.621
H -3.644 7.077 -2.791
H -1.925 6.409 -2.083
H -3.011 5.504 -0.195
H -4.025 4.391 -1.332
H -5.717 6.818 -1.606
H -4.853 7.243 0.052
H -5.653 4.922 1.050
H -7.038 6.200 0.694
H -6.166 4.156 -1.670
H -7.797 5.076 -1.454
H -9.247 4.958 0.169
H -8.893 3.952 1.723
H -11.041 3.423 -0.769
H -6.179 1.937 -1.874
H -5.694 1.292 -4.336
H -6.097 -0.916 -6.253
H -7.817 -2.929 -5.484
H -8.929 -1.112 -1.433
H -7.746 2.426 3.178
H -4.767 1.197 0.332
H -4.805 3.078 0.233
H -4.887 1.224 2.921
H -2.572 1.654 1.551
H -2.907 3.524 1.752
H -2.632 2.505 3.324
H -4.487 4.003 3.417
C 3.347 -2.304 1.481
O 3.930 -1.034 1.745
C 3.967 -0.702 3.139
C 5.410 -0.753 3.677
N 5.912 -2.126 3.737
C 7.360 -2.227 3.946
C 8.283 -1.605 2.878
O 8.259 -2.276 1.618
C 7.179 -1.911 0.773
H 3.177 -2.381 0.404
H 4.023 -3.111 1.772
H 2.387 -2.416 1.993
H 3.294 -1.331 3.733
H 3.609 0.329 3.220
H 5.436 -0.316 4.678
H 6.023 -0.133 3.016
H 5.689 -2.603 2.867
H 7.592 -3.296 4.008
H 7.604 -1.796 4.925
H 9.312 -1.705 3.245
H 8.120 -0.529 2.750
H 6.889 -0.863 0.891
H 6.326 -2.568 0.957
H 7.484 -2.068 -0.265
C 7.980 -7.887 -1.721
O 7.046 -8.624 -0.943
C 7.619 -9.209 0.233
C 7.125 -8.489 1.502
N 7.679 -7.139 1.603
C 7.025 -6.295 2.608
C 5.521 -6.001 2.426
O 5.216 -5.173 1.303
C 5.143 -5.860 0.064
H 7.512 -7.655 -2.682
H 8.232 -6.942 -1.235
H 8.888 -8.466 -1.908
H 8.714 -9.241 0.189
H 7.263 -10.244 0.266
H 7.419 -9.067 2.381
H 6.032 -8.468 1.456
H 7.595 -6.674 0.703
H 7.556 -5.337 2.605
H 7.185 -6.740 3.598
H 5.196 -5.433 3.307
H 4.908 -6.909 2.419
H 4.758 -6.879 0.170
H 6.126 -5.869 -0.414
H 4.472 -5.308 -0.598
```

Summary:
HOMO energy   -0.185 Eh
Molecular weight   730.88 Da
Electronic energy   -2642.2286 Ha
Charge   -1
LUMO energy   1.772 eV

Entry 4:
Below is a single C4H7NO molecule, with properties calculated with ωB97M-V/def2-TZVPD.

```
13
C4H7NO ωB97M-V/def2-TZVPD
C 0.906 -0.709 1.400
N -0.413 -0.098 1.567
C -0.111 -0.804 0.331
C 0.093 -0.058 -0.954
C -0.832 0.981 -1.409
O 0.435 1.315 -0.844
H 1.750 -0.044 1.227
H 1.111 -1.566 2.037
H -0.318 0.905 1.418
H -0.649 -1.743 0.209
H 0.657 -0.603 -1.714
H -0.936 1.183 -2.475
H -1.693 1.240 -0.794
```

Summary:
HOMO energy   -0.352 Eh
Molecular weight   85.11 Da
Electronic energy   -286.5236 Ha
Structure (SMILES)   C1N[C@H]1[C@H]1CO1
LUMO energy   1.164 eV

The highest molecular weight belongs to which entry? C48H58BrFN9O5STi

Which value of molecular weight does entry 2 give? 880.04 Da

Which formula does entry 4 have? C4H7NO

Which of these has the highest electronic energy? C4H7NO